1.
Formula: C7H15N5O4Ti
Source: OMol25
Level of theory: the ωB97M-V functional and the def2-TZVPD basis

Geometry as XYZ:
```
32
Properties=species:S:1:pos:R:3:forces:R:3:mulliken_spin:R:1
Ti 1.7252 -0.0111 -0.4755 0.34 -0.08 -0.03 1.904
N 4.0207 -0.1361 -0.6603 -0.14 0.10 0.09 0.006
N 4.3401 -1.4812 -0.3579 -0.13 -0.11 -0.04 -0.002
C 3.3596 -2.4562 -0.7621 0.18 0.30 0.02 -0.006
O 3.7396 -3.5989 -0.8907 -0.07 -0.11 -0.01 0.008
O 2.1761 -1.9673 -0.9007 -0.03 0.10 0.05 0.004
H 4.3723 0.1598 -1.5674 0.05 -0.05 -0.01 0.000
H 4.4059 0.4811 0.0459 0.05 0.00 0.00 0.002
H 5.2781 -1.7699 -0.5978 0.01 0.01 -0.02 0.000
N 1.7932 0.2032 1.7889 -0.03 -0.16 -0.11 -0.005
N 2.2046 1.5261 2.0821 -0.01 -0.08 -0.10 0.001
C 1.9394 2.4974 1.0599 0.04 0.05 0.16 0.002
O 1.8595 3.6565 1.4128 -0.01 0.02 -0.04 0.001
O 1.8688 2.0124 -0.1298 0.03 -0.16 -0.02 -0.006
H 0.8801 -0.0117 2.1797 -0.01 0.05 0.04 -0.001
H 2.4582 -0.4627 2.1672 0.04 0.06 0.05 0.004
H 1.9494 1.8538 3.0021 0.01 0.08 0.00 0.000
C -3.5383 -1.3403 -1.1293 0.09 0.04 0.03 0.007
C -3.0334 -0.0356 -0.4927 -0.27 -0.04 0.03 0.020
C -3.4722 1.1774 -1.3253 0.13 -0.01 0.02 0.008
C -3.5403 0.0933 0.9527 0.05 0.00 -0.05 0.009
C -1.5687 -0.0831 -0.4585 0.13 -0.01 0.03 0.055
N -0.4225 -0.1302 -0.4167 -0.33 -0.01 -0.08 -0.009
H -4.6277 -1.3228 -1.1545 0.00 0.01 0.01 0.000
H -3.2151 -2.2052 -0.5506 -0.02 -0.01 -0.02 -0.001
H -3.1666 -1.4435 -2.1483 -0.01 -0.02 0.00 -0.001
H -4.5609 1.2211 -1.3382 -0.01 -0.01 0.01 0.000
H -3.1137 1.0951 -2.3510 -0.01 0.02 0.00 -0.001
H -3.0899 2.1027 -0.8947 -0.02 0.01 -0.02 0.000
H -4.6298 0.1256 0.9432 0.00 0.00 0.00 0.001
H -3.1691 1.0086 1.4135 -0.02 0.00 0.01 0.000
H -3.2223 -0.7585 1.5538 -0.02 0.01 0.01 0.000
```
Positions in Å, forces in eV/Å.

Calculated values
multiplicity: 3
orbital gap (alpha / beta): 6.48 / 9.48 eV
LUMO (alpha / beta): 0.00533 / 0.00321 hartree
electronic energy: -1700.02744 hartree

2.
Formula: C20H11Br2N2O6Pt
Source: OMol25
Level of theory: the ωB97M-V functional and the def2-TZVPD basis

Geometry as XYZ:
```
42
Properties=species:S:1:pos:R:3:forces:R:3:nbo_charge:R:1
Pt -0.3546 0.0162 -0.0345 -0.58 0.68 0.74 0.926
Br 1.0703 -2.7215 -4.0878 -0.20 0.11 0.03 0.053
C -0.5893 -1.8807 -3.7063 0.59 0.13 0.74 -0.166
C -1.6209 -1.9555 -4.6261 -0.88 0.30 -0.09 -0.218
C -2.8250 -1.3401 -4.3512 0.10 -0.32 -0.59 -0.105
Br -4.2235 -1.4559 -5.6468 0.14 -0.02 0.07 0.024
C -3.0493 -0.6292 -3.1575 0.36 -0.06 0.15 -0.137
C -4.2302 0.0542 -2.8145 0.10 0.53 1.06 -0.116
C -4.2916 0.7067 -1.5894 -0.55 -0.54 -1.51 -0.251
C -3.2091 0.7024 -0.7324 1.57 -0.37 0.41 0.075
N -2.0614 0.0823 -1.0421 -1.72 0.35 -0.40 -0.426
C -1.9740 -0.5846 -2.2339 -0.50 0.22 -0.06 0.168
C -0.7204 -1.1947 -2.4942 0.88 -0.37 -0.19 0.310
O 0.2511 -1.0816 -1.6227 -0.40 -0.03 -0.28 -0.687
H -1.4772 -2.4856 -5.5577 -0.03 0.00 0.04 0.238
H -5.0592 0.0881 -3.5042 -0.06 -0.07 -0.01 0.230
H -5.1827 1.2392 -1.3044 -0.10 0.08 0.08 0.232
H -3.2307 1.2207 0.2150 0.16 0.04 0.23 0.274
O -1.9110 3.5768 5.3843 0.30 -0.23 -0.63 -0.561
C -1.3475 3.0179 4.4530 -0.79 0.12 0.47 0.353
C 0.0734 2.5893 4.4172 0.67 -0.48 0.02 0.358
O 0.8790 2.6650 5.3331 -0.25 0.06 -0.44 -0.573
C 0.3223 1.9748 3.0590 -0.60 1.07 0.17 0.302
C -0.9619 1.8372 2.4121 0.45 0.12 2.18 0.206
O -1.2759 1.0790 1.4272 -0.41 -0.59 -1.59 -0.747
C -1.9773 2.5837 3.1541 0.94 0.34 -0.26 0.341
O -3.0995 2.8887 2.7806 -0.78 -0.26 -0.25 -0.650
O 1.4372 1.7361 2.5965 0.62 -0.57 -0.16 -0.695
C 5.4770 -1.6373 1.1325 0.00 0.05 0.03 -0.635
C 4.1006 -1.0697 1.0048 -0.44 0.09 0.04 0.048
C 3.7377 -0.2592 -0.0648 0.11 -0.08 0.25 -0.256
C 2.4365 0.1764 -0.1814 0.10 0.20 -0.07 0.092
N 1.4768 -0.1709 0.6837 1.01 -0.42 -0.18 -0.420
C 1.8260 -0.8909 1.7530 -0.13 0.06 0.24 0.112
C 3.1137 -1.3406 1.9521 0.20 0.11 -0.30 -0.249
H 6.0321 -1.5083 0.2072 0.10 -0.01 -0.03 0.215
H 5.4243 -2.6990 1.3662 0.06 -0.06 0.02 0.222
H 6.0197 -1.1432 1.9365 0.08 0.03 0.06 0.230
H 4.4635 0.0209 -0.8144 0.01 0.03 -0.06 0.216
H 2.1376 0.8225 -0.9994 -0.02 -0.21 0.07 0.221
H 1.0423 -1.1156 2.4627 -0.04 0.05 -0.07 0.226
H 3.3509 -1.9137 2.8347 -0.07 -0.10 0.09 0.219
```
Positions in Å, forces in eV/Å.

Calculated values
multiplicity: 1
orbital gap (alpha / beta): 4.82 / 4.82 eV
LUMO (alpha / beta): 0.04985 / 0.04984 hartree
charge: -1
electronic energy: -6597.14414 hartree

3.
Formula: C26H30BrIMnN4S2
Source: OMol25
Level of theory: the ωB97M-V functional and the def2-TZVPD basis

Geometry as XYZ:
```
65
Properties=species:S:1:pos:R:3:forces:R:3:mulliken_spin:R:1
Mn -0.1042 0.0207 -0.7914 -0.36 -0.47 0.59 4.712
C -3.5191 2.9297 -4.4948 0.04 -0.01 -0.04 0.002
S -3.7989 1.3709 -3.6244 -0.09 -0.04 0.00 0.001
C -2.2715 1.0059 -2.8534 -0.17 0.19 -0.04 0.029
S -2.3665 -0.3538 -1.8095 0.08 0.00 -0.07 0.041
N -1.2542 1.7849 -3.1196 0.28 -0.08 0.07 -0.017
N -0.1442 1.4800 -2.3856 0.55 0.52 -0.54 0.006
C 0.9703 2.0182 -2.7419 -0.40 -0.27 0.36 0.030
C 2.1671 1.7382 -1.9264 -0.17 -0.05 0.05 0.011
C 3.3934 2.3314 -2.1973 -0.06 -0.13 0.20 0.004
C 4.4613 2.0414 -1.3597 -0.05 -0.07 0.06 0.001
C 4.2741 1.1842 -0.2848 -0.04 0.04 -0.04 0.004
C 3.0170 0.6267 -0.0869 0.02 0.11 -0.08 0.015
N 1.9970 0.8872 -0.8938 0.01 0.20 -0.41 0.008
H -4.2880 3.6374 -4.1932 -0.02 -0.02 0.01 0.000
H -3.5692 2.7683 -5.5690 0.01 0.00 -0.01 0.000
H -2.5393 3.3128 -4.2294 0.02 0.00 0.02 0.000
H 1.0369 2.6816 -3.5997 -0.05 -0.02 -0.01 0.006
H 3.5025 3.0088 -3.0324 -0.03 0.00 -0.03 0.000
H 5.4290 2.4882 -1.5444 0.02 -0.01 0.02 0.000
H 5.0793 0.9466 0.3939 0.04 0.00 0.01 0.001
H 2.8005 -0.0427 0.7373 0.04 -0.01 0.01 0.005
Br 2.1856 -5.2368 -1.0988 0.04 0.01 0.02 0.000
C 0.3973 -4.9997 -1.6520 -0.04 -0.02 0.01 0.002
C -0.4966 -6.0353 -1.4124 0.03 0.03 -0.01 -0.001
C -1.8240 -5.9035 -1.7807 -0.03 -0.04 0.02 0.001
C -2.2672 -4.7413 -2.3915 0.04 0.04 -0.01 -0.002
C -1.3795 -3.7069 -2.6365 0.06 -0.05 0.00 0.006
C -0.0452 -3.8359 -2.2667 -0.17 -0.05 0.04 -0.006
I 1.2034 -2.2057 -2.5898 0.18 0.11 -0.03 0.017
H -0.1448 -6.9361 -0.9308 0.01 -0.02 0.01 0.000
H -2.5136 -6.7128 -1.5815 0.00 -0.01 0.00 0.000
H -3.3051 -4.6289 -2.6709 -0.03 0.01 -0.01 0.000
H -1.7231 -2.7860 -3.0840 -0.02 0.03 -0.03 0.003
C 1.4417 2.6698 4.7333 0.02 0.02 0.03 -0.001
C 0.6388 2.4168 3.4861 -0.03 0.02 -0.04 -0.001
C -0.0282 3.4622 2.8521 0.03 -0.04 0.03 0.017
C -0.7928 3.2156 1.7171 -0.01 0.01 -0.03 -0.017
C -1.5131 4.3354 1.0161 -0.01 0.02 -0.01 0.000
C -0.8930 1.9194 1.2355 -0.06 0.02 -0.04 0.103
C -0.2085 0.8373 1.8286 0.35 0.06 0.02 -0.125
C 0.5604 1.1314 2.9707 0.04 0.00 0.01 -0.007
N -0.2506 -0.3784 1.1843 -0.16 0.10 -0.18 0.082
C -0.2034 -1.6477 1.9023 0.10 -0.10 0.00 0.032
C 1.2336 -2.1862 1.9905 0.00 -0.01 0.02 0.004
C -1.0426 -2.6329 1.0830 0.00 0.00 0.06 0.021
C -0.8215 -1.5791 3.3045 -0.05 -0.07 0.07 -0.001
H 1.7111 3.7214 4.8265 0.00 0.01 0.00 0.000
H 2.3591 2.0804 4.7392 0.02 -0.01 0.00 0.000
H 0.8716 2.3922 5.6223 -0.01 0.00 0.01 0.000
H 0.0397 4.4672 3.2522 0.00 0.03 0.01 0.002
H -1.9065 5.0614 1.7274 -0.01 0.01 0.02 0.000
H -2.3413 3.9561 0.4185 -0.02 -0.01 -0.01 0.000
H -0.8386 4.8692 0.3430 0.02 0.01 -0.01 0.000
H -1.5838 1.7152 0.4165 0.04 -0.01 0.03 0.017
H 1.1394 0.3477 3.4425 -0.03 0.02 0.02 0.001
H 1.6732 -2.2451 0.9908 -0.01 -0.02 -0.04 -0.001
H 1.2693 -3.1865 2.4283 -0.03 -0.02 0.04 0.000
H 1.8547 -1.5298 2.6034 0.03 0.01 -0.02 0.003
H -0.7017 -2.6591 0.0489 0.07 -0.01 -0.15 -0.005
H -2.0886 -2.3234 1.0773 -0.02 0.02 0.01 -0.002
H -0.9709 -3.6463 1.4842 -0.01 -0.02 0.01 0.000
H -0.1258 -1.2279 4.0646 -0.01 0.03 -0.01 0.001
H -1.1531 -2.5755 3.6016 0.02 -0.02 0.03 0.001
H -1.6893 -0.9186 3.3109 -0.03 -0.01 -0.03 -0.002
```
Positions in Å, forces in eV/Å.

Calculated values
multiplicity: 6
orbital gap (alpha / beta): 5.75 / 5.87 eV
LUMO (alpha / beta): -0.02896 / -0.03203 hartree
electronic energy: -6046.89521 hartree

4.
Formula: C5H6N2O2
Source: OMol25
Level of theory: the ωB97M-V functional and the def2-TZVPD basis

Geometry as XYZ:
```
15
Properties=species:S:1:pos:R:3:forces:R:3:nbo_charge:R:1
O -0.8866 1.5052 -1.7316 0.25 -0.11 -5.73 -0.722
C -1.6299 0.4064 -1.3749 -2.49 1.76 0.94 0.023
C -1.1160 -0.2773 -0.3626 -1.51 0.09 -0.69 0.189
O -1.9830 -1.2228 0.1772 1.71 2.33 5.28 -0.659
C 0.1634 -0.0821 0.2904 0.16 -4.13 2.35 0.007
C 0.7901 -1.2665 1.0239 -1.24 2.49 -3.32 -0.058
N 2.0520 -0.8756 1.2460 1.53 2.16 0.00 -0.460
C 2.2357 0.4281 0.8120 -0.87 -0.10 1.86 0.129
N 1.0378 0.9653 0.3693 -0.71 -0.94 -1.91 -0.506
H -0.9153 1.3876 -2.8119 0.57 1.19 3.91 0.480
H -2.7966 0.5858 -1.5735 2.72 -1.29 0.28 0.191
H -1.8281 -0.7807 1.2265 -1.29 -2.77 -3.84 0.472
H 0.3925 -2.3743 1.0513 0.94 2.68 0.18 0.243
H 3.0217 1.2030 1.0832 -0.69 -1.84 -0.40 0.210
H 0.7940 1.8410 -0.1809 0.93 -1.53 1.09 0.461
```
Positions in Å, forces in eV/Å.

Calculated values
multiplicity: 1
SMILES: O/C=C(/O)c1cnc[nH]1
orbital gap: 8.35 eV
LUMO: 0.01865 hartree
electronic energy: -453.98634 hartree

Question: Which value of electronic energy does entry 1 give?
Answer: -1700.02744 hartree

Question: Which formula does entry 1 have?
Answer: C7H15N5O4Ti